2 unconnected molecules or ions with the total composition C21H33F3N4O2S2. Source: OMol25; level of theory: ωB97M-V/def2-TZVPD.

Properties
**Frontier orbital gap**: 3.75 eV

CARTESIAN COORDINATES (ANGSTROEM)
C1 0.5155 -0.2289 5.3536
C2 0.1541 0.6791 4.1967
C3 0.3319 2.1279 4.5930
N1 -1.2816 0.5785 3.8125
N2 -2.1170 1.3460 4.5007
N3 -3.3311 0.7895 4.3124
C4 -4.4984 1.5017 4.8271
C5 -4.8926 2.5731 3.8320
C6 -4.0238 2.0880 6.1296
C7 -3.2931 -0.2916 3.4495
C8 -4.4638 -1.3103 3.3519
C9 -4.1793 -2.6055 2.5842
C10 -5.6106 -0.6114 2.6288
C11 -4.8668 -1.8231 4.7504
C12 -1.9782 -0.4138 3.1328
C13 -1.2924 -1.6364 2.6542
H1 1.5739 -0.0909 5.5991
H2 -0.0829 0.0473 6.2294
H3 0.3709 -1.2896 5.1348
H4 0.7313 0.4156 3.3055
H5 1.3432 2.2772 4.9933
H6 0.1980 2.7779 3.7199
H7 -0.4394 2.3523 5.3388
H8 -5.2762 0.7396 4.9676
H9 -5.7218 3.1396 4.2751
H10 -4.0256 3.2302 3.6659
H11 -5.1922 2.1396 2.8708
H12 -4.8203 2.7084 6.5508
H13 -3.7706 1.2846 6.8293
H14 -3.1141 2.6747 5.9593
H15 -3.5305 -3.3027 3.1320
H16 -5.0972 -3.1630 2.3180
H17 -3.7822 -2.3285 1.5809
H18 -6.0035 0.2112 3.2340
H19 -5.2605 -0.1998 1.6705
H20 -6.4156 -1.3375 2.4384
H21 -5.2085 -1.0034 5.3961
H22 -5.6853 -2.5623 4.6485
H23 -4.0039 -2.3365 5.2093
H24 -0.1647 -1.5416 2.7315
H25 -1.7047 -2.4562 3.2880
C14 2.6447 -1.7101 -0.8552
N4 2.5652 -3.0930 -1.0945
S1 -1.8279 -2.0485 1.0551
C15 -1.3589 -1.1175 -0.6935
F1 -0.6708 -1.9108 -1.5539
F2 -2.5970 -0.8930 -1.2471
F3 -0.6788 0.0494 -0.6167
S2 2.5098 -4.1392 0.1121
C16 2.9823 -3.4768 1.7280
C17 4.3265 -3.1703 1.8685
C18 4.8102 -2.6974 3.0822
C19 3.9946 -2.6340 4.2144
C20 2.6578 -3.0805 4.1352
C21 2.1542 -3.5090 2.8758
O1 1.1867 -4.6476 0.3935
O2 3.5754 -5.0913 -0.2477
H26 1.8616 -1.1451 -1.3969
H27 2.6438 -1.4539 0.2277
H28 3.6390 -1.4586 -1.2842
H29 4.9778 -3.3159 1.0094
H30 5.8577 -2.3874 3.1305
H31 4.4381 -2.2518 5.1475
H32 2.0619 -3.1184 5.0614
H33 1.1319 -3.9179 2.7605


A molecular structure, C25H43InN4OP3. Source: OMol25; level of theory: ωB97M-V/def2-TZVPD.

Properties
**Frontier orbital gap**: 6.37 eV
**Total charge**: +1

CARTESIAN COORDINATES (ANGSTROEM)
C1 1.0759 -1.2238 -4.9030
C2 1.5504 -0.4776 -3.8204
C3 1.1831 0.8803 -3.7243
C4 0.2739 1.4855 -4.6820
C5 -0.1709 0.6724 -5.7608
C6 0.2429 -0.6573 -5.8586
C7 -0.1177 2.8082 -4.4710
C8 0.3292 3.5315 -3.3647
C9 1.2528 2.8804 -2.4514
C10 1.7104 3.5301 -1.2858
C11 1.2785 4.8350 -1.0309
C12 0.4123 5.4876 -1.9005
C13 -0.0668 4.8614 -3.0527
H1 1.3675 -2.2750 -4.9758
H2 -0.8487 1.1087 -6.5057
H3 -0.1102 -1.2621 -6.6987
H4 -0.7941 3.2867 -5.1864
H5 1.6330 5.3316 -0.1260
H6 0.0908 6.5093 -1.6802
H7 -0.7596 5.3782 -3.7291
N1 1.6584 1.6047 -2.6763
In1 0.0092 -0.0042 0.0582
C14 2.3815 -1.0894 -2.6859
H8 3.1090 -0.3428 -2.3342
H9 2.9003 -1.9875 -3.0355
C15 2.6021 2.7349 -0.3287
H10 3.2939 2.1197 -0.9223
H11 3.1685 3.4141 0.3195
P1 1.3922 -1.6299 -1.2607
P2 1.7108 1.6325 0.7860
C16 0.9478 2.7564 1.9702
H12 0.4734 2.2209 2.8021
H13 1.7340 3.4256 2.3861
H14 0.1864 3.3770 1.4846
C17 3.0519 0.8608 1.7152
H15 3.6707 1.6637 2.1738
H16 2.6892 0.2074 2.5119
H17 3.7000 0.2729 1.0521
C18 0.3442 -2.9361 -1.9405
H18 0.9821 -3.6638 -2.4786
H19 -0.1958 -3.4514 -1.1381
H20 -0.3942 -2.5190 -2.6324
C19 2.5845 -2.5031 -0.2395
H21 2.1188 -2.9473 0.6453
H22 3.0418 -3.3184 -0.8406
H23 3.3874 -1.8305 0.0942
H24 -0.3110 0.8069 -1.4196
H25 -1.2254 -1.1105 -0.4582
C20 -1.3679 0.6949 4.8217
N2 -0.6693 -0.5902 4.4260
C21 0.7839 -0.5074 4.8651
P3 -0.8715 -1.2210 2.8327
O1 0.2715 -0.7476 1.9783
N3 -0.6512 -2.8987 2.9695
C22 -0.7972 -3.6754 1.6707
C23 -1.4249 -3.6075 4.0421
N4 -2.4197 -0.7887 2.0583
C24 -3.6388 -1.4967 2.6189
C25 -2.7749 0.6760 1.9421
H26 -1.0846 1.0464 5.8017
H27 -2.4330 0.5171 4.8169
H28 -1.1039 1.4898 4.0730
H29 0.8680 -0.2948 5.9256
H30 1.2436 -1.4542 4.6475
H31 1.2721 0.3092 4.2945
H32 -0.0735 -3.2543 0.9655
H33 -0.6034 -4.7322 1.7899
H34 -1.8203 -3.5199 1.2769
H35 -1.0406 -4.5993 4.2295
H36 -1.3629 -3.0164 4.9426
H37 -2.4893 -3.7132 3.7371
H38 -3.6246 -1.3702 3.7234
H39 -4.5652 -1.0928 2.2303
H40 -3.6039 -2.5443 2.3472
H41 -3.2455 1.0375 2.8731
H42 -1.8585 1.2557 1.7627
H43 -3.4640 0.8494 1.1284


14 unconnected molecules or ions with the total composition C3H33O14. Source: OMol25; level of theory: ωB97M-V/def2-TZVPD.

Properties
**Frontier orbital gap**: 7.98 eV
**Total charge**: -1

CARTESIAN COORDINATES (ANGSTROEM)
C1 1.6985 -0.0599 1.7300
C2 1.2045 -0.7319 0.3970
C3 -0.2745 -0.8509 0.2740
O1 1.6775 -0.0279 -0.6930
H1 2.7245 0.1891 1.6930
H2 1.4665 -0.6289 2.6050
H3 1.2145 0.8761 1.9640
H4 1.6055 -1.7979 0.4240
H5 -0.7195 -1.2259 1.1910
H6 -0.5085 -1.4799 -0.4990
H7 -0.6195 0.1421 0.0760
O2 -2.9205 -1.5639 1.9110
H8 -2.3625 -1.2559 2.6690
H9 -2.9785 -0.9369 1.2060
O3 0.7065 2.3481 -0.0980
H10 1.0835 1.4901 -0.2400
H11 0.2955 2.1541 0.7160
O4 -1.3955 -0.1399 3.5920
H12 -0.6625 -0.1929 2.9840
H13 -1.1725 0.6351 4.0760
O5 -2.7905 -1.0489 -2.1030
H14 -1.9275 -0.6829 -2.2570
H15 -2.9475 -1.6179 -2.8700
O6 1.0815 2.6311 -3.0100
H16 1.5365 1.8941 -3.3950
H17 1.0895 2.5381 -2.0730
O7 2.3485 -1.6549 -2.6710
H18 2.1435 -0.9599 -1.9790
H19 3.2575 -1.8649 -2.4600
O8 -1.7105 2.0391 1.7020
H20 -1.4425 2.6561 2.3720
H21 -2.3955 1.5061 2.0830
O9 -3.6225 0.3421 -0.0620
H22 -2.9195 0.9911 -0.2150
H23 -3.4155 -0.2639 -0.7900
O10 -0.5475 0.5071 -2.3760
H24 -0.8535 1.2651 -1.9040
H25 0.1015 0.0621 -1.8160
O11 4.1075 1.0161 -0.4250
H26 4.3855 1.7731 0.0990
H27 3.2355 0.6941 -0.2330
O12 -0.2035 -3.1069 -3.2240
H28 -0.4965 -3.2609 -2.2960
H29 0.5875 -2.5979 -3.1710
O13 -2.5525 -3.2139 -0.5680
H30 -2.3295 -2.8319 0.2880
H31 -2.6515 -2.3889 -1.0900
O14 2.6025 3.0161 2.7410
H32 3.3865 3.5231 2.9150
H33 2.8805 2.0971 2.8080


C4H3N3O in the gas phase. Source: OMol25; level of theory: ωB97M-V/def2-TZVPD.

Properties
**SMILES**: N#CC1(O)C=NN=C1
**Frontier orbital gap**: 9.91 eV

CARTESIAN COORDINATES (ANGSTROEM)
N1 2.9237 -0.6363 -0.6152
C1 1.8057 -0.3141 -0.3232
C2 0.3543 0.0649 0.0585
O1 0.5353 1.1048 1.0213
C3 -0.6184 -1.0505 0.5876
N2 -1.7624 -0.9750 0.0002
N3 -1.7883 0.2038 -0.8725
C4 -0.5187 0.6531 -0.9711
H1 -0.3731 1.1890 1.3487
H2 -0.3451 -1.8698 1.2892
H3 -0.2130 1.6299 -1.5237


C4H3IN2 in the gas phase. Source: OMol25; level of theory: ωB97M-V/def2-TZVPD.

Properties
**SMILES**: N#CC(C#N)CI
**Frontier orbital gap**: 10.22 eV

CARTESIAN COORDINATES (ANGSTROEM)
N1 -2.6952 -0.1683 0.1632
C1 -1.6221 -0.0569 -0.1733
C2 -0.1551 0.0883 -0.4595
C3 0.1081 1.4507 0.0042
N2 0.2125 2.5339 0.3434
C4 0.6522 -0.9051 0.3385
I1 2.6610 -0.3927 0.0623
H1 0.1214 -0.0511 -1.5253
H2 0.4246 -1.8932 -0.1451
H3 0.2927 -0.6055 1.3915


A gas-phase ion, C4H6NO2 (charge +1). Source: OMol25; level of theory: ωB97M-V/def2-TZVPD.

Properties
**SMILES**: CC(=O)[N+](C)=C=O
**Frontier orbital gap**: 11.04 eV
**Total charge**: +1

CARTESIAN COORDINATES (ANGSTROEM)
C1 -0.1939 1.7582 -0.8418
C2 0.6069 0.6769 -0.4243
O1 1.7127 0.3792 -0.4629
N1 -0.2580 -0.5886 0.3828
C3 0.5383 -1.5143 1.1220
C4 -1.3972 -0.8245 -0.0743
O2 -2.4231 -0.9828 -0.7380
H1 -1.2844 1.7905 -0.7578
H2 0.2062 2.6659 -0.2516
H3 0.1931 2.0050 -1.8103
H4 0.9875 -1.0578 2.0106
H5 1.4388 -1.9875 0.4530
H6 -0.1270 -2.3204 1.3926


A molecular structure, C3H9N3O. Source: OMol25; level of theory: ωB97M-V/def2-TZVPD.

Properties
**Frontier orbital gap**: 8.45 eV

CARTESIAN COORDINATES (ANGSTROEM)
C1 -1.6409 -0.1107 -0.1715
N1 1.0729 -0.4651 0.6936
N2 -1.4178 0.1066 1.1419
N3 0.8084 1.6955 -0.4497
C2 -0.6087 -0.1873 -1.0782
C3 0.7424 0.3012 -0.7082
O1 1.1373 -1.8635 0.4495
H1 0.2872 -2.0092 -0.0266
H2 1.9949 -0.2143 1.0437
H3 -2.6128 -0.4985 -0.4737
H4 -0.0800 -0.1899 1.3281
H5 -2.2020 -0.1448 1.7277
H6 0.0812 1.9880 0.1924
H7 1.7152 2.0200 -0.1387
H8 -0.7947 -0.4298 -2.1108
H9 1.5174 0.0018 -1.4198


A molecular structure, C16H25AlBBrCaCl3CsF10N4O. Source: OMol25; level of theory: ωB97M-V/def2-TZVPD.

Properties
**Frontier orbital gap**: 1.70 eV

CARTESIAN COORDINATES (ANGSTROEM)
C1 2.2536 -2.1464 2.1972
C2 2.5621 -3.2617 1.1672
C3 1.2763 -3.8996 0.5291
Cl1 1.3389 -5.7125 0.8138
C4 0.0233 -3.3318 1.1377
C5 -0.6933 -3.8883 2.3217
N1 -1.7742 -3.5314 2.9051
N2 -2.3502 -2.4193 2.3662
C6 -1.7261 -1.7900 1.2747
C7 -0.5943 -2.1762 0.6089
F1 -0.0908 -1.5146 -0.4143
H1 3.2326 -1.7705 2.5378
H2 1.7403 -1.2846 1.7562
H3 1.7580 -2.5329 3.0966
H4 3.1754 -4.0151 1.6755
H5 3.1596 -2.8063 0.3651
H6 1.2262 -3.7692 -0.5567
H7 -0.2126 -4.7619 2.7684
H8 -3.2147 -2.0788 2.7548
H9 -2.2340 -0.8651 0.8772
C8 -3.8240 1.9699 0.1267
C9 -4.5046 0.9076 0.8859
N3 -4.9842 0.0611 1.5143
H10 -3.6761 1.6544 -0.9061
H11 -4.4309 2.8899 0.1340
H12 -2.8447 2.1888 0.5840
C10 2.8669 -6.9090 -2.3790
Cl2 3.5096 -5.3308 -2.8146
Cl3 2.9310 -8.0227 -3.7527
H13 3.4721 -7.3297 -1.5203
H14 1.8283 -6.7908 -2.0804
F2 4.8537 -9.3075 -2.1269
F3 -6.6632 1.2860 -2.3289
Al1 -7.6449 2.4533 -1.5113
F4 -6.6311 3.4056 -0.5004
F5 -8.8193 1.6444 -0.5464
F6 -8.4376 3.4409 -2.6608
Ca1 -1.9726 0.4292 2.3832
Br1 5.0498 -7.9324 -0.4475
C11 5.4160 2.0587 2.1270
C12 5.0490 1.6677 0.7028
C13 3.9772 0.6150 0.9334
O1 3.3122 0.9631 2.1562
C14 4.0705 1.9817 2.8288
H15 5.8804 3.0399 2.2074
H16 6.1021 1.3205 2.5500
H17 4.6230 2.5272 0.1802
H18 5.8892 1.2966 0.1180
H19 4.4181 -0.3807 1.0596
H20 3.2489 0.5720 0.1212
H21 3.5226 2.9252 2.7399
H22 4.1608 1.7309 3.8864
Cs1 0.5451 -6.8244 -3.4073
B1 -3.5755 5.3417 -1.0383
F7 -2.3397 5.2671 -1.7330
F8 -3.9330 6.6829 -0.8590
F9 -4.5674 4.6579 -1.7493
F10 -3.4053 4.7158 0.2543
C15 -1.4758 8.0513 -4.2703
C16 -2.6960 7.2556 -4.1191
N4 -3.6533 6.6269 -4.0000
H23 -0.6474 7.4066 -4.5591
H24 -1.6209 8.8104 -5.0374
H25 -1.2351 8.5387 -3.3272


A molecular structure, C54H47AsBaBr3N4O5P. Source: OMol25; level of theory: ωB97M-V/def2-TZVPD.

Properties
**Frontier orbital gap**: 6.85 eV

CARTESIAN COORDINATES (ANGSTROEM)
Ba1 0.7681 1.0153 -0.7932
Br1 1.0229 3.5649 1.3520
C1 -0.3579 5.0149 1.1407
Br2 -1.5087 4.9041 -0.4172
H1 0.2091 5.9411 1.0937
H2 -0.9332 4.8756 2.0364
O1 -1.5006 1.4178 -3.2249
C2 -1.8608 0.4124 -3.8839
O2 -1.0989 -0.5119 -4.3744
C3 -3.3755 0.2497 -4.0668
P1 -4.1850 -0.1879 -2.4161
C4 -4.9236 -1.8360 -2.7524
C5 -3.9402 -2.7991 -2.4166
C6 -4.2965 -4.1206 -2.1552
C7 -5.6138 -4.5299 -2.3762
C8 -6.5680 -3.5913 -2.8436
C9 -6.2315 -2.2658 -3.0169
C10 -5.4831 1.0299 -2.2968
C11 -5.3727 2.3939 -2.6422
C12 -6.3179 3.3195 -2.1908
C13 -7.2663 2.9256 -1.2547
C14 -7.3987 1.6086 -0.8455
C15 -6.5434 0.6397 -1.4203
H3 -3.6238 -0.5172 -4.7652
H4 -3.7227 1.1795 -4.5441
H5 -2.8811 -2.4501 -2.3496
H6 -3.5794 -4.8192 -1.6940
H7 -5.9858 -5.5277 -2.1396
H8 -7.5689 -3.9169 -3.1788
H9 -7.0121 -1.5130 -3.2577
H10 -4.5707 2.6902 -3.3217
H11 -6.2427 4.3725 -2.4375
H12 -7.9241 3.7416 -0.8712
H13 -8.0893 1.3504 -0.0431
H14 -6.7559 -0.4021 -1.1540
O3 0.7938 -1.0604 -2.5175
H15 -0.0244 -0.8580 -3.0255
H16 0.8810 -2.0102 -2.5586
C16 -4.4722 1.5438 2.8614
C17 -3.5303 2.3431 1.9916
C18 -2.5633 1.4855 1.2363
N1 -1.7699 0.8429 0.6354
H17 -5.1930 2.1402 3.4848
H18 -3.9145 0.9259 3.5699
H19 -5.1417 0.9713 2.2192
H20 -2.9400 3.0490 2.5645
H21 -4.0713 2.9544 1.2716
C19 2.2154 4.2681 -4.2135
C20 1.1932 3.3714 -3.7889
N2 1.4695 2.1726 -3.2819
C21 2.7141 1.7537 -3.2290
C22 3.8085 2.6048 -3.4382
C23 3.5523 3.8622 -4.0398
C24 5.1126 2.0086 -3.1931
C25 6.3215 2.6280 -3.2148
C26 6.7457 3.9632 -2.9385
C27 7.8653 4.5733 -3.4904
C28 8.2735 5.7661 -2.9789
N3 7.6596 6.3408 -1.9173
C29 6.5490 5.7883 -1.5418
N4 6.0422 4.6487 -1.9859
H22 1.8878 5.1891 -4.6847
H23 0.1332 3.6456 -3.8898
H24 2.8775 0.6599 -3.0151
H25 4.4102 4.5064 -4.2441
H26 5.0957 0.9630 -2.9222
H27 7.1543 1.9940 -3.4678
H28 8.4239 4.1550 -4.3593
H29 9.1207 6.2995 -3.3674
H30 5.9927 6.2943 -0.7822
C30 -4.3603 -5.0533 3.8243
C31 -3.4931 -5.5391 2.8147
C32 -2.3678 -4.7782 2.3947
C33 -2.0908 -3.5510 2.9565
C34 -2.9422 -3.0714 3.9928
C35 -4.1047 -3.7714 4.3161
As1 -0.6899 -2.2985 2.1167
C36 0.8431 -3.5686 2.2208
C37 1.1070 -4.6090 1.3259
C38 2.1452 -5.4685 1.6080
C39 2.9281 -5.3208 2.7550
C40 2.6895 -4.2532 3.6031
C41 1.7117 -3.3266 3.2736
C42 1.3260 -2.1435 4.0750
C43 2.0578 -1.5394 5.1122
C44 1.5866 -0.3855 5.6973
C45 0.4431 0.2411 5.2336
C46 -0.3225 -0.3276 4.2595
C47 0.1160 -1.5507 3.6849
H31 -5.1684 -5.6503 4.2527
H32 -3.5936 -6.4947 2.3474
H33 -1.7355 -5.1493 1.5785
H34 -2.7593 -2.0785 4.4265
H35 -4.7906 -3.3361 4.9837
H36 0.5449 -4.7154 0.3963
H37 2.3419 -6.2711 0.9166
H38 3.6658 -6.0594 3.0160
H39 3.3377 -4.0879 4.4414
H40 2.9563 -2.0517 5.4435
H41 2.1613 0.0521 6.4768
H42 0.1428 1.1738 5.6064
H43 -1.1579 0.1855 3.8120
Br3 5.1785 -2.4705 -1.1032
C48 5.5821 -1.3078 0.3807
C49 6.8895 -1.3534 1.0314
C50 7.2646 -0.6224 2.1498
C51 6.1810 -0.0299 2.8592
C52 4.8964 -0.1321 2.2769
C53 4.5803 -0.5173 0.9577
C54 3.2531 -0.2221 0.3666
O4 2.3645 0.3475 1.0696
O5 3.0905 -0.4110 -0.8802
H44 7.5962 -1.9828 0.4980
H45 8.2889 -0.6546 2.5336
H46 6.2399 0.4405 3.8165
H47 4.1268 0.2712 2.8535


C2H6N4 in the gas phase. Source: OMol25; level of theory: ωB97M-V/def2-TZVPD.

Properties
**SMILES**: [H]/N=C\N(N)/C=N/[H]
**Frontier orbital gap**: 10.20 eV

CARTESIAN COORDINATES (ANGSTROEM)
H1 1.7665 -1.7184 0.0662
N1 2.1701 -0.8372 -0.0655
C1 1.3953 0.1588 -0.0716
N2 -0.0053 0.2794 0.0945
N3 -0.5752 1.5842 -0.0009
C2 -0.8832 -0.8091 0.1308
N4 -2.1205 -0.7196 -0.1419
H2 -2.7059 -1.5446 -0.1490
H3 1.8218 1.1858 -0.1315
H4 -0.2597 2.0794 0.8315
H5 -0.2592 2.1155 -0.8348
H6 -0.3447 -1.7742 0.2721


2 unconnected molecules or ions with the total composition C2H6IO2P. Source: OMol25; level of theory: ωB97M-V/def2-TZVPD.

Properties
**Frontier orbital gap (spin up / spin down)**: 6.53 / 6.52 eV

CARTESIAN COORDINATES (ANGSTROEM)
C1 0.6584 -1.6277 1.0450
C2 0.2192 1.4935 -1.1210
O1 0.7649 -0.3049 1.2380
O2 -0.7769 1.9004 -0.2158
P1 -1.6361 1.0550 0.7992
I1 -2.7067 -0.8185 -0.3839
H1 0.2846 -2.2647 1.7736
H2 1.7016 -2.0482 0.6257
H3 -0.0544 -1.7492 0.1144
H4 -0.1255 1.1266 -2.0547
H5 0.9778 0.8597 -0.5366
H6 0.6931 2.3781 -1.2838


C20H20ClN3O4 in the gas phase. Source: OMol25; level of theory: ωB97M-V/def2-TZVPD.

Properties
**SMILES**: COc1ccc(OCc2cc(C(=O)N[C@@H](C)Cc3ccccn3)no2)c(Cl)c1
**Frontier orbital gap**: 8.94 eV

CARTESIAN COORDINATES (ANGSTROEM)
C1 -3.8619 -4.6561 -0.6964
O1 -4.6358 -3.7468 0.0493
C2 -4.4238 -2.4159 -0.1303
C3 -3.5003 -1.8603 -1.0039
C4 -3.3664 -0.4820 -1.1021
C5 -4.1426 0.3710 -0.3352
O2 -4.0906 1.7371 -0.3554
C6 -3.1244 2.3656 -1.1546
C7 -1.7160 2.0550 -0.7495
C8 -0.5585 1.9613 -1.4716
C9 0.4190 1.6544 -0.4934
C10 1.8710 1.4280 -0.7177
O3 2.3658 1.4389 -1.8283
N1 2.5540 1.2256 0.4234
C11 3.9728 0.9455 0.4509
C12 4.6213 1.6703 1.6214
C13 4.2149 -0.5754 0.5289
C14 5.6598 -0.8987 0.2906
C15 6.2029 -0.8410 -0.9910
C16 7.5469 -1.1222 -1.1578
C17 8.3043 -1.4525 -0.0437
C18 7.6707 -1.4826 1.1879
N2 6.3878 -1.2119 1.3538
N3 -0.1361 1.5731 0.6935
O4 -1.4490 1.8223 0.5435
C19 -5.0759 -0.2003 0.5401
Cl1 -6.0572 0.8408 1.4960
C20 -5.2177 -1.5654 0.6432
H1 -4.0305 -4.5400 -1.7719
H2 -2.7942 -4.5467 -0.4808
H3 -4.1918 -5.6459 -0.3856
H4 -2.8695 -2.4796 -1.6205
H5 -2.6366 -0.0896 -1.7926
H6 -3.3142 3.4369 -1.0195
H7 -3.2531 2.1196 -2.2181
H8 -0.4020 2.0863 -2.5211
H9 2.0331 1.1865 1.2871
H10 4.3732 1.3178 -0.4990
H11 5.6855 1.4546 1.6459
H12 4.4803 2.7446 1.5308
H13 4.1841 1.3356 2.5595
H14 3.9252 -0.9412 1.5145
H15 3.6010 -1.0604 -0.2327
H16 5.5780 -0.5832 -1.8325
H17 7.9981 -1.0867 -2.1392
H18 9.3552 -1.6807 -0.1295
H19 8.2119 -1.7345 2.0911
H20 -5.9374 -1.9934 1.3208


| no. | largest force on an atom (eV/A) |
| --- | --- |
| 1 | 4.8 |
| 2 | 3.5 |
| 3 | 3.0 |
| 4 | 5.7 |
| 5 | 3.0 |
| 6 | 7.9 |
| 7 | 1.8 |
| 8 | 9.1 |
| 9 | 4.3 |
| 10 | 1.9 |
| 11 | 5.2 |
| 12 | 1.2 |